ORCA calculation (the ωB97M-V functional and the def2-TZVPD basis) on a single C5H8N2O molecule at a distorted geometry.

Computed properties:
energy relative to the best compared isomer or geometry (same formula, charge and spin) = 5.307 eV
total charge = 0
HOMO level = -8.64 eV
E_LUMO = 0.89 eV
SMILES = O=NN1C=CCCC1
Kohn-Sham gap = 9.53 eV

Geometry (Å):
C 0.65735 -0.97821 -0.11693
C -0.71664 -1.11235 0.32526
C -1.66293 -0.02242 -0.19990
C -0.99463 1.36486 -0.14348
C 0.28838 1.51938 0.06983
H 1.05961 -1.15903 -1.14094
H 1.47291 -1.78555 0.29377
H -0.95295 -2.08076 0.05073
H -0.66468 -0.95067 1.61692
H -2.54251 -0.00136 0.30100
H -1.91433 -0.34168 -1.38153
H -1.82376 2.16622 -0.29738
H 0.93909 2.38878 0.53199
N 2.53466 0.71764 0.14013
N 1.17968 0.46429 0.20124
O 3.14075 -0.18914 -0.25072